(1)
The molecule C9H10N2OS2, computed with wB97M-V/def2-TZVPD.

E_LUMO (spin up / spin down) ... 0.5519 / -3.4305 eV
Gap between HOMO and LUMO (spin up / spin down) ... 4.11 / 4.40 eV
Electronic energy ... -36187.0463 eV
Multiplicity ... 3
Expectation value of S² ... 2.02

Atoms and positions in Å:
C -2.264153 0.811548 2.214611
C 2.503000 -1.520071 -2.906528
C 3.468612 -1.393941 -1.948081
C -3.400408 0.139949 1.893482
C -2.670698 0.965925 0.039926
C -1.778469 1.366101 0.997494
C 1.513221 -0.847252 -1.165321
C -0.555684 2.169204 0.789858
C 0.423442 -0.304723 -0.095839
N 1.286778 -1.169538 -2.403057
N 2.818887 -0.963332 -0.825699
O -3.655337 0.236864 0.579002
S -0.100456 -1.677806 0.995743
S 0.994971 1.159326 0.801739
H -1.808945 0.895961 3.181264
H 2.600168 -1.831859 -3.926224
H 4.524362 -1.567742 -1.963664
H -4.085366 -0.425122 2.491806
H -2.715253 1.154711 -1.015732
H -0.583676 2.686502 -0.169667
H -0.400208 2.883698 1.598208
H -0.463917 -0.042331 -0.666588
H 3.230712 -0.732763 0.064628
H 1.118418 -1.993309 1.438637

Forces on the atoms, in the same order (eV/Å):
C -0.5 -0.5 0.2
C 0.4 -0.1 0.1
C 0.1 -0.2 -0.3
C 1.0 0.5 1.1
C -0.8 -0.1 -2.6
C 2.9 2.4 1.6
C -1.7 1.5 2.4
C -4.4 0.8 -0.1
C 1.5 -1.1 -1.7
N -0.6 0.2 0.1
N 0.0 -0.1 -0.1
O -1.5 -1.1 -0.6
S -0.2 0.3 -0.1
S 3.2 -2.3 0.3
H 0.0 0.0 0.2
H 0.1 -0.1 -0.2
H 0.2 0.0 0.0
H -0.2 -0.1 0.0
H -0.1 0.0 -0.1
H 0.1 0.1 0.1
H 0.3 -0.1 -0.1
H 0.0 -0.1 -0.1
H -0.1 0.1 0.0
H 0.2 0.0 0.0

These are the Mulliken partial charges, in e, on atoms 1 to 6:
1 C -0.63
2 C -0.37
3 C -0.36
4 C -0.29
5 C -0.59
6 C 0.66


(2)
A structure of composition C9H10N2OsS, computed with wB97M-V/def2-TZVPD.

E_LUMO (spin up / spin down) ... 0.5878 / -3.4281 eV
Relative energy (zero: lowest compared OMol25 entry of this formula, charge and spin) ... 0.049 eV
Gap between HOMO and LUMO (spin up / spin down) ... 6.44 / 5.02 eV
Electronic energy ... -25769.9700 eV
Multiplicity ... 5
Expectation value of S² ... 6.04

Atoms and positions in Å:
C 0.940264 -1.281341 -1.448251
C -0.475958 -1.122677 -1.653658
C -1.159521 -1.727791 -0.542810
C -0.180778 -2.189474 0.386761
C 1.122549 -1.909486 -0.156420
Os 0.177777 -0.031056 0.110413
C -1.498758 1.417988 -0.389171
C -0.306462 1.645521 -1.012756
C 0.466091 2.453992 -1.746763
N 1.626368 0.817530 0.631100
H -2.238628 -1.783138 -0.406485
H -0.939976 -0.662995 -2.522725
H -0.374264 -2.671311 1.340201
H 2.069147 -2.108906 0.328148
H 1.730280 -0.920675 -2.106200
H -2.333358 0.936937 -0.920514
H 2.296606 1.547186 0.943248
H -1.767958 2.008326 0.496762
H 0.016524 3.271449 -2.321260
H 1.547178 2.299607 -1.751442
S -0.816649 0.066362 2.871725
C -0.144374 -0.004366 4.374095
N 0.243902 -0.051690 5.495999

Forces on the atoms, in the same order (eV/Å):
C 0.3 -0.9 -0.8
C 0.4 -1.3 -0.6
C 0.0 0.1 -0.1
C 0.3 -1.2 -0.1
C 0.0 -0.9 -0.4
Os -5.5 1.7 0.0
C -1.3 -0.4 1.2
C 2.1 1.7 -1.1
C -0.7 -0.6 0.4
N 5.0 3.0 1.8
H 0.4 0.1 -0.1
H 0.1 -0.1 0.3
H 0.0 0.1 -0.3
H -0.1 -0.1 -0.1
H -0.3 -0.2 0.2
H 0.4 0.1 0.4
H -1.0 -0.8 -0.2
H 0.0 0.0 -0.6
H 0.3 -0.2 0.3
H -0.4 0.0 -0.3
S 0.2 -0.1 0.1
C 0.3 0.0 2.0
N -0.5 0.1 -2.2

These are the natural (NBO) partial charges, in e, on atoms 1 to 6:
1 C -0.31
2 C -0.27
3 C -0.30
4 C -0.32
5 C -0.30
6 Os 0.70


(3)
A structure of composition C9H10NO5Pd, computed with wB97M-V/def2-TZVPD.

E_LUMO (spin up / spin down) ... 2.8839 / 2.7243 eV
Relative energy (zero: lowest compared OMol25 entry of this formula, charge and spin) ... 0.000 eV
Charge ... -1
Gap between HOMO and LUMO (spin up / spin down) ... 5.71 / 6.82 eV
Electronic energy ... -24693.8466 eV
Multiplicity ... 3
Expectation value of S² ... 2.01

Atoms and positions in Å:
Pd 1.545452 -0.725724 -0.774733
O -1.826028 -1.207380 -2.968024
C -0.846521 -0.824693 -2.252435
O 0.351059 -1.215099 -2.229177
C -1.210233 0.201372 -1.186334
C -1.501034 -0.706747 0.006804
C -1.811359 0.105329 1.275375
C -0.409743 0.583107 1.708753
C 0.436469 0.143060 0.503830
O -0.179885 -1.177773 0.349861
C -0.001832 0.998413 -0.698877
C 0.954216 1.448925 -1.824955
O 0.711157 2.638867 -2.227078
O 1.909972 0.705944 -2.167148
H -2.056626 0.827850 -1.482091
H -2.192892 -1.534857 -0.171629
H -2.235768 -0.534567 2.056793
H -2.506762 0.928562 1.085749
H -0.104340 0.041009 2.611454
H -0.367159 1.655641 1.918441
H 1.509659 0.078230 0.691955
H -0.365083 1.956900 -0.295126
N 2.380721 -1.438077 2.240294
C 2.076096 -1.178328 1.140838
H 2.643886 -1.662484 3.190142
H 3.096576 -0.107481 -0.502681

Forces on the atoms, in the same order (eV/Å):
Pd 7.5 -7.4 -5.7
O 2.4 0.2 1.1
C -3.2 0.2 -1.6
O -1.5 -1.6 -2.6
C -0.3 -0.3 -0.1
C -0.3 0.4 0.9
C -0.4 0.1 0.3
C -0.2 0.4 0.4
C -5.6 4.7 3.9
O -1.7 -1.1 0.8
C -1.6 1.9 0.7
C -0.5 4.1 -0.5
O 0.5 -2.6 0.4
O 0.5 1.9 -1.7
H 0.2 -0.3 -0.1
H 0.4 0.1 -0.2
H -0.1 0.1 -0.2
H 0.1 -0.1 0.0
H 0.1 0.1 -0.1
H 0.1 -0.1 -0.1
H -0.9 3.3 2.1
H 0.0 -0.2 -0.2
N 0.2 0.1 1.1
C 3.4 -4.2 1.9
H -0.2 0.3 -0.7
H 1.2 0.0 0.3

These are the natural (NBO) partial charges, in e, on atoms 1 to 6:
1 Pd 0.84
2 O -0.72
3 C 0.78
4 O -0.69
5 C -0.35
6 C 0.09


(4)
The molecule C9H10O3S, computed with wB97M-V/def2-TZVPD.

E_LUMO ... 0.3543 eV
Relative energy (zero: lowest compared OMol25 entry of this formula, charge and spin) ... 0.000 eV
Structure (SMILES) ... CSc1ccc(OCC(=O)O)cc1
Gap between HOMO and LUMO ... 9.11 eV
Electronic energy ... -26471.8344 eV

Atoms and positions in Å:
C 3.717353 1.333331 -0.733895
C 1.970807 -0.383573 0.612319
C 1.040335 0.062273 1.595082
C -0.340470 -0.268299 1.533381
C -0.773181 -1.088748 0.457129
C -2.947542 -0.700623 -0.289500
C -3.002474 0.725637 0.241287
C 0.087850 -1.469830 -0.531845
C 1.442910 -1.096978 -0.436479
H 3.239313 1.083820 -1.713198
H 4.839239 1.366996 -0.851426
H 3.279484 2.272853 -0.406022
H 1.457714 0.807565 2.317639
H -1.028140 0.092700 2.270905
H -3.940696 -1.190185 -0.290464
H -2.516636 -0.602074 -1.278873
H -3.582297 1.234431 -1.501239
H -0.200522 -1.923033 -1.488862
H 2.003012 -1.401401 -1.262289
O -2.144332 -1.569140 0.425847
O -3.489707 1.636205 -0.601090
O -2.774348 1.024730 1.385460
S 3.662325 0.053337 0.546144

Forces on the atoms, in the same order (eV/Å):
C 0.8 -0.4 -0.7
C -1.9 0.3 0.2
C 0.2 0.6 -0.2
C 1.9 -0.7 -0.8
C -1.4 -0.1 1.4
C -0.1 -0.1 -0.3
C -0.9 -0.3 2.0
C 1.0 0.5 -0.7
C -1.7 -0.5 0.2
H 0.5 -0.2 0.9
H -1.2 0.6 -0.2
H 0.3 0.1 0.2
H -0.7 -1.0 -0.3
H -0.1 -0.1 0.1
H 0.3 0.7 -0.3
H -0.3 -0.2 -0.9
H 0.0 0.6 0.9
H -0.3 -0.2 0.8
H 1.3 -0.3 -1.0
O 2.3 0.7 0.8
O -0.1 -0.2 -1.7
O -0.1 0.0 -0.8
S 0.3 0.1 0.3

These are the natural (NBO) partial charges, in e, on atoms 1 to 6:
1 C -0.74
2 C -0.22
3 C -0.20
4 C -0.19
5 C 0.25
6 C -0.18


electronic energy of number 1 (C9H10N2OS2)? -36187.0463 eV